# 1
This record from OMol25 describes a structure of composition C15H54AsF6N16O11 at a distorted geometry. The level of theory is wB97M-V/def2-TZVPD.

Geometry as XYZ:
```
103
Properties=species:S:1:pos:R:3:forces:R:3:mulliken_charge:R:1
As 0.048131 -0.208413 -0.066374 0.4 -1.2 0.2 2.043
F 0.331847 1.223985 -1.080709 -0.2 -0.4 0.4 -0.399
F -0.877163 -0.896215 -1.391007 0.2 0.4 0.1 -0.473
F -0.147442 -1.705439 0.832365 -0.1 1.2 -0.5 -0.501
F 1.056324 0.473149 1.202913 -0.8 -0.1 -0.6 -0.386
F -1.400877 0.475308 0.543910 0.4 0.2 0.2 -0.510
F 1.492145 -0.937277 -0.768506 -0.1 0.5 -0.1 -0.627
C 3.035712 0.009297 4.470930 -1.0 0.8 -0.6 0.592
O 1.937229 -0.053814 5.032535 1.1 -0.3 -0.2 -0.743
N 4.190627 0.360168 5.095319 -0.2 -0.2 0.5 -0.423
N 3.189800 -0.132458 3.121964 -0.4 -0.5 0.9 -0.250
H 5.050619 0.316645 4.590061 0.3 0.1 0.2 0.161
H 4.150451 0.579591 6.073297 0.2 -0.1 -0.1 0.220
H 4.070323 0.140761 2.737036 -0.1 0.0 -0.7 0.191
H 2.336243 -0.195957 2.591825 0.3 0.1 -0.3 0.113
C 4.041159 2.885636 -0.782812 -0.3 1.8 1.1 0.442
O 3.701244 3.914809 -0.181979 -0.3 -0.7 -0.7 -0.726
N 3.258725 1.796676 -0.901835 -0.3 -0.8 -0.4 0.705
N 5.295078 2.809873 -1.324910 -0.5 0.0 -0.5 -0.315
H 2.266342 1.902496 -0.776069 0.2 0.1 0.4 -0.228
H 3.502986 1.099664 -1.592172 0.1 0.2 0.0 -0.233
H 5.775058 1.929705 -1.221035 0.2 0.7 0.2 0.223
H 5.759005 3.694364 -1.206437 0.5 -0.3 0.2 0.225
C -3.456393 0.676746 -3.835143 0.7 -0.7 0.0 0.767
O -3.345541 -0.484363 -4.231277 -0.2 0.6 0.3 -0.702
N -4.329188 1.555955 -4.416488 -0.3 -0.6 -0.5 -0.448
N -2.713742 1.224083 -2.833207 -0.9 -0.6 -1.0 -0.072
H -4.690179 1.215471 -5.291686 -0.2 0.4 0.1 0.249
H -4.417417 2.512137 -4.141567 0.0 0.1 -0.1 0.155
H -2.160235 0.590467 -2.276553 0.2 0.5 0.3 -0.142
H -2.837998 2.213324 -2.793311 0.8 0.2 1.1 0.162
C 1.133177 3.336417 -3.615789 1.7 0.4 0.0 0.441
O 1.813947 4.018916 -4.385182 -1.0 -0.2 -0.2 -0.733
N 0.921784 3.692007 -2.332145 -0.7 -0.2 0.9 -0.264
N 0.632255 2.107446 -3.951375 -0.2 0.7 -0.3 -0.162
H 1.245983 4.572472 -1.976773 0.4 -0.1 -0.2 0.216
H 0.715403 2.968748 -1.653701 -0.2 0.5 -0.2 0.206
H 0.449678 1.427872 -3.236694 -0.2 -0.2 -0.2 0.152
H 0.760653 1.893141 -4.919257 0.0 -0.4 0.1 0.142
C 6.229100 -0.283776 -0.574276 0.6 -1.3 1.8 0.598
O 6.617311 -0.532940 0.575141 -0.3 0.4 -0.8 -0.724
N 6.936350 0.502626 -1.423185 -0.2 0.2 -1.2 -0.502
N 5.117340 -0.830208 -1.109414 -0.7 -0.2 -0.2 -0.262
H 6.434787 0.830089 -2.234752 0.6 -0.3 -0.4 0.283
H 7.848298 0.852635 -1.213272 0.0 0.0 0.3 0.158
H 4.742168 -0.590642 -2.027254 0.4 0.0 0.3 0.459
H 4.458902 -1.246426 -0.471417 0.2 0.0 0.1 0.136
C 1.440934 -4.271190 -2.412202 -1.3 1.0 2.5 0.609
O 1.828792 -4.592434 -1.289966 0.8 -0.6 -1.4 -0.645
N 1.433200 -5.007450 -3.552421 0.5 -0.9 -0.6 -0.372
N 0.745419 -3.096048 -2.539120 0.2 0.2 -1.2 -0.167
H 1.068270 -4.644746 -4.409654 0.0 0.2 0.0 0.149
H 1.862945 -5.911703 -3.611410 0.1 0.1 0.4 0.231
H 0.767369 -2.362039 -1.846895 0.0 -0.5 0.1 -0.126
H 0.262085 -2.933674 -3.404378 -0.2 0.3 0.1 0.172
C 3.365113 0.286092 -4.391924 0.0 0.3 1.4 0.366
O 4.193406 0.301191 -3.462631 -0.4 -0.2 -0.9 -0.717
N 2.192731 -0.397248 -4.318725 0.8 -0.2 -0.1 -0.293
N 3.532459 1.039931 -5.489750 0.2 -0.4 0.0 -0.344
H 1.521888 -0.273394 -5.050760 -0.3 -0.3 0.2 0.230
H 1.986773 -0.872112 -3.455411 -0.2 -0.1 -0.1 0.175
H 4.415122 1.512785 -5.555392 -0.2 0.3 -0.3 0.222
H 2.830525 1.010996 -6.201903 0.3 0.4 -0.4 0.186
C -5.386828 -4.361470 0.551862 -1.5 1.7 0.7 -1.561
C -5.285291 -2.931560 -0.007993 2.9 0.3 -1.0 0.473
C -4.923090 -1.842518 1.021024 -2.5 -0.7 1.9 -0.530
O -5.318124 -0.526208 0.674569 0.6 -0.1 -1.0 -0.469
C -4.564325 0.041274 -0.400003 0.0 1.0 1.3 0.089
N -4.147656 -3.027643 -0.990260 -0.2 0.0 -0.6 -0.512
H -5.563305 -5.016042 -0.296369 -0.1 -0.4 0.3 0.478
H -6.237961 -4.297679 1.239312 -0.1 -0.8 -0.1 0.397
H -4.534544 -4.653996 1.160361 0.3 0.1 -0.3 0.329
H -6.134189 -2.534540 -0.569525 -0.6 -0.5 0.4 0.245
H -4.001695 -1.994896 1.592324 0.8 0.4 -1.0 0.217
H -5.633599 -1.958532 1.856764 -0.1 -0.6 0.0 0.293
H -4.495175 -0.618798 -1.259740 0.2 0.2 0.0 -0.005
H -3.622276 0.367856 0.044396 0.5 -0.6 -0.6 -0.118
H -5.012209 1.010582 -0.634745 -0.5 -0.3 -0.3 0.348
H -4.382454 -2.604158 -1.885006 0.1 0.4 0.2 0.158
H -4.025675 -3.994824 -1.264871 0.2 -0.1 0.2 0.226
C -2.194684 -0.452584 4.811297 -0.5 -0.8 -1.1 -1.303
C -1.753166 0.988356 4.872833 -0.1 0.2 0.8 1.468
C -2.893690 1.840364 5.470308 -0.8 -0.3 -0.4 -1.104
O -4.112543 1.744604 4.710729 0.6 -0.3 -0.6 -0.372
C -3.929575 2.260643 3.397749 -0.3 0.2 -0.1 -0.303
N -0.547985 1.159297 5.699744 -0.3 -0.2 0.1 -0.747
H -2.949520 -0.612455 4.033209 -0.1 0.2 0.1 0.190
H -2.654143 -0.821390 5.731056 0.3 0.1 0.2 0.329
H -1.391839 -1.123696 4.497567 0.2 0.1 0.3 0.399
H -1.490751 1.362581 3.884716 -0.1 -0.1 -0.1 -0.237
H -2.684217 2.904520 5.613969 0.6 0.0 -0.2 0.354
H -3.184881 1.435350 6.443152 0.2 -0.1 0.1 0.351
H -3.674191 3.319482 3.487491 -0.1 0.1 -0.3 0.313
H -4.826231 2.106725 2.798586 -0.4 0.2 0.5 0.244
H -3.178378 1.779394 2.771220 0.4 -0.2 0.4 -0.058
H -0.803999 0.889433 6.645724 0.2 0.2 0.1 0.340
H 0.170020 0.484069 5.411659 -0.2 0.4 0.1 0.269
O -0.152430 -3.305287 2.904958 0.1 -0.1 0.4 -0.680
H 0.467527 -3.877742 2.442448 0.0 0.1 -0.1 0.283
H 0.013314 -2.428044 2.537629 -0.1 -0.3 0.0 0.363
O 0.438741 2.986565 3.721632 -0.2 -0.1 0.1 -0.739
H 0.119113 2.469284 4.493667 0.4 0.3 -0.1 0.432
H 0.864863 2.339973 3.149368 0.0 0.0 0.0 0.260
```
Forces are in eV/Å.

## Properties
Kohn-Sham gap   8.78 eV
Total energy   -5143.11039 Ha
Spin multiplicity   1
Total charge   -1
E_HOMO   -0.2555 Eh
LUMO energy   0.0670 hartree
ΔE to the lowest compared entry with this formula, charge and spin   34.6 kJ/mol

---

# 2
This record from OMol25 describes a cluster of 2 separate species, C16H36FIO5SSi2 in total at a distorted geometry. The level of theory is wB97M-V/def2-TZVPD.

Geometry as XYZ:
```
62
Properties=species:S:1:pos:R:3:forces:R:3:nbo_charge:R:1
C -3.213346 -4.100348 4.821652 0.2 0.6 -0.6 -0.611
C -2.725861 -3.578955 3.394125 0.3 -0.4 1.3 -0.417
C -1.203531 -3.973314 3.258150 -0.4 1.1 -1.4 -0.421
C -0.350649 -2.927345 2.407834 0.5 -1.9 0.2 0.063
O -1.009411 -2.403849 1.217696 1.1 1.7 0.4 -0.671
S -0.116670 -1.088644 0.681037 -2.4 1.5 -3.5 2.421
O -1.097656 -0.061151 0.226388 2.0 -2.2 2.6 -0.874
O 0.759629 -1.370171 -0.474708 -0.5 -0.6 3.7 -0.852
O 0.626829 -0.794152 2.130497 -1.3 0.4 -1.9 -0.678
C 0.273601 -1.697040 3.197693 1.6 -2.0 0.8 0.273
C 1.717966 -2.043738 3.803140 -0.2 0.5 -1.0 -0.464
C 2.777442 -2.454237 2.725246 0.9 -0.7 1.5 0.037
F 3.454278 -1.322895 2.228624 -0.9 -0.8 0.1 -0.362
C -0.496385 -1.151505 4.463051 -0.6 1.4 -0.1 -0.485
C -1.253639 0.214166 4.265972 -1.0 -0.4 0.2 -0.282
C -2.380798 0.193983 3.161255 -0.6 0.0 0.7 -0.659
I 0.116295 1.926292 4.056216 -0.4 -0.7 0.1 0.071
H -2.426640 -3.781927 5.556386 -0.7 -0.5 -0.4 0.192
H -3.311996 -5.219773 4.828487 0.1 1.1 0.1 0.216
H -4.163174 -3.603322 5.145115 0.7 -0.7 -0.4 0.218
H -3.336506 -4.025312 2.568502 0.6 0.4 0.7 0.224
H -2.830102 -2.468243 3.352041 0.0 -0.9 0.0 0.210
H -0.668901 -4.044243 4.243810 -0.6 -0.1 -0.8 0.217
H -1.124053 -4.946200 2.707981 0.0 0.7 0.7 0.227
H 0.398715 -3.624723 1.928837 0.1 1.2 1.0 0.199
H 1.604491 -2.780475 4.636836 0.2 0.4 -0.8 0.226
H 2.090798 -1.079941 4.254935 -0.4 -1.0 -0.4 0.251
H 2.402421 -3.116372 1.911458 0.2 0.9 0.3 0.177
H 3.572673 -3.045129 3.263697 -0.7 0.5 -0.5 0.175
H -1.249082 -1.876105 4.884560 0.7 0.5 -0.8 0.239
H 0.238170 -0.982296 5.299217 -0.6 -0.2 -0.9 0.235
H -1.782170 0.417680 5.238123 0.8 0.0 -0.9 0.225
H -2.225257 -0.555265 2.351382 0.1 0.9 0.6 0.227
H -2.607150 1.210035 2.741420 0.5 -1.1 0.3 0.247
H -3.330566 -0.114591 3.693312 0.9 0.2 -0.5 0.211
O 1.099534 3.191948 -3.776153 0.0 -0.1 -0.2 -1.250
Si 0.799486 1.841738 -2.849439 -0.1 -0.4 0.3 1.910
C 1.875797 0.409840 -3.407316 0.0 0.2 -0.1 -1.145
C -0.998995 1.328981 -2.998757 0.2 0.2 -0.2 -1.145
C 1.165300 2.184492 -1.044978 0.1 0.3 -0.3 -1.130
Si 1.031245 3.680810 -5.361784 0.0 0.0 -0.1 1.909
C 1.574571 5.466644 -5.528955 0.0 -0.2 0.3 -1.133
C -0.721360 3.536902 -6.017734 0.2 -0.1 0.2 -1.141
C 2.157156 2.621587 -6.425207 -0.1 0.0 0.2 -1.141
H 1.617849 0.100772 -4.423301 0.1 0.0 0.0 0.227
H 1.740324 -0.448698 -2.746575 0.0 0.0 0.0 0.252
H 2.931087 0.691988 -3.392014 0.0 0.0 0.0 0.234
H -1.658709 2.161289 -2.740856 0.0 0.0 0.0 0.234
H -1.214925 0.497128 -2.325772 0.1 0.0 0.0 0.254
H -1.229771 1.012345 -4.019397 -0.1 0.0 0.0 0.226
H 0.540120 2.997402 -0.668153 0.0 0.0 0.0 0.236
H 2.213217 2.463602 -0.907968 0.0 0.0 0.0 0.234
H 0.966606 1.294407 -0.444415 0.0 0.1 -0.2 0.239
H 0.927852 6.126170 -4.945883 0.0 0.0 0.0 0.238
H 1.528032 5.779508 -6.574680 0.0 0.0 0.0 0.235
H 2.601628 5.594497 -5.179402 0.0 0.0 0.0 0.238
H -1.043053 2.493241 -6.038493 -0.1 0.0 0.0 0.234
H -0.782506 3.931821 -7.034124 0.0 0.0 0.0 0.235
H -1.415324 4.097803 -5.387716 0.0 0.0 0.0 0.238
H 1.811318 1.585422 -6.443063 0.1 0.0 0.0 0.234
H 3.177707 2.635010 -6.035254 0.0 0.0 0.0 0.238
H 2.176047 2.992454 -7.452582 0.0 0.0 0.0 0.235
```
Forces are in eV/Å.

## Properties
Kohn-Sham gap   9.65 eV
Total energy   -2382.24502 Ha
Spin multiplicity   1
E_HOMO   -0.3468 Eh
LUMO energy   0.0080 hartree

---

# 3
This record from OMol25 describes a structure of composition C6H5N3O at a distorted geometry. The level of theory is wB97M-V/def2-TZVPD.

Geometry as XYZ:
```
15
Properties=species:S:1:pos:R:3:forces:R:3:nbo_charge:R:1
C -0.645342 1.982709 -0.029481 -1.3 -0.3 0.0 -0.496
C 0.165014 -2.321828 0.139915 0.2 -0.2 0.0 -0.466
C -1.412173 0.850174 -0.116769 0.5 0.2 0.1 0.156
C 1.142230 -1.367039 0.054576 -0.5 -0.1 0.0 0.064
C 0.730299 1.795886 -0.022694 1.4 -1.6 -0.1 0.584
C -1.098657 -1.671253 -0.007169 -0.5 0.0 0.1 0.611
N 1.805068 2.351466 -0.023808 -0.3 0.4 0.0 -0.640
N 0.617893 -0.154783 -0.163668 0.6 2.5 0.0 -0.331
N -0.721261 -0.292463 -0.176132 -0.4 -0.4 -0.1 -0.254
O -2.256586 -2.028022 -0.006529 -0.1 -0.1 0.0 -0.605
H -1.061250 2.969509 0.072896 0.1 0.1 -0.1 0.265
H 0.295482 -3.372247 0.291812 0.0 -0.2 0.0 0.238
H -2.487745 0.801693 -0.120093 -0.1 -0.1 0.0 0.248
H 2.204332 -1.497487 0.118774 0.3 0.0 0.0 0.216
H 2.722695 1.953685 -0.011631 0.1 -0.2 0.0 0.412
```
Forces are in eV/Å.

## Properties
Kohn-Sham gap (spin up / spin down)   7.66 / 7.66 eV
Total energy   -471.05627 Ha
Spin multiplicity   1
E_HOMO (spin up / spin down)   -0.2939 / -0.2939 Eh
LUMO energy (spin up / spin down)   -0.0126 / -0.0125 hartree
ΔE to the lowest compared entry with this formula, charge and spin   236.7 kJ/mol

---

# 4
This record from OMol25 describes a cluster of 4 separate species, C24H47IN2O11P in total at a distorted geometry. The level of theory is wB97M-V/def2-TZVPD.

Geometry as XYZ:
```
86
Properties=species:S:1:pos:R:3:forces:R:3:mulliken_charge:R:1
C 0.615549 0.396928 0.368011 0.4 0.2 -0.2 -1.009
C 0.071973 1.830165 0.386659 0.2 -0.4 -0.2 -0.021
C -1.126903 2.005703 1.278781 0.3 0.1 -0.2 -0.819
O -2.108493 0.940174 0.983363 -0.1 0.0 0.3 -0.326
C -3.359707 1.322728 0.811885 0.2 -0.1 0.1 -0.048
C -3.813492 1.647235 -0.445934 -0.5 0.1 -0.2 0.434
O -2.834062 1.608713 -1.448189 -0.1 -0.2 -0.2 -0.586
C -2.597669 0.390528 -1.870157 0.3 0.1 0.2 0.576
N -2.343260 -0.689257 -2.173628 -0.2 0.2 0.0 -0.431
C -5.133027 2.005760 -0.708364 0.6 0.7 0.5 1.101
P -5.735691 2.303857 -2.448743 -0.8 -1.1 -0.9 0.214
O -4.428825 2.747143 -3.261850 0.2 0.1 0.4 -0.430
O -6.568490 3.686691 -2.330451 0.3 0.1 0.3 -0.414
C -5.980324 2.017544 0.416734 0.1 -0.1 -0.3 -0.646
I -8.026450 2.411584 0.221504 0.0 -0.1 0.0 0.125
C -5.520187 1.706850 1.690836 0.0 0.0 0.2 1.202
C -6.438509 1.748166 2.870316 0.1 0.0 0.1 -2.337
N -4.209595 1.349805 1.863270 -0.2 0.3 -0.1 0.217
C -3.651611 0.942787 3.173173 0.2 -0.5 0.4 -0.520
C -3.856639 -0.545635 3.453265 -0.3 -0.2 0.1 -0.531
O -5.056170 -0.752321 4.185466 0.0 0.2 -0.2 -0.553
H 0.555111 -0.103463 1.334401 -0.1 0.0 0.0 0.237
H 1.673715 0.449640 0.111528 0.0 -0.1 0.0 0.383
H 0.144886 -0.207033 -0.405288 -0.2 -0.1 0.2 0.156
H 0.863347 2.492329 0.742504 -0.1 0.2 0.1 0.245
H -0.147425 2.121886 -0.641327 -0.1 0.2 0.1 0.235
H -0.839721 1.904555 2.325843 -0.1 -0.1 0.0 0.444
H -1.603005 2.976634 1.130877 -0.1 0.0 0.0 0.355
H -3.760083 3.250976 -2.781803 0.0 0.2 -0.2 0.355
H -7.492674 3.474214 -2.511175 -0.1 0.3 -0.1 0.348
H -7.133387 0.910051 2.809879 -0.1 0.0 0.0 0.454
H -7.021621 2.666869 2.856862 0.0 0.0 -0.1 0.607
H -5.931379 1.687488 3.821441 0.0 -0.1 0.0 0.296
H -4.105798 1.520548 3.967803 0.0 0.1 0.0 0.674
H -2.588623 1.142948 3.185652 0.0 0.2 -0.2 -0.144
H -3.022210 -0.917070 4.048420 0.1 0.1 0.0 0.375
H -3.875252 -1.113056 2.520448 0.2 0.0 -0.1 0.404
H -5.629407 -1.356588 3.707520 0.0 -0.1 0.1 0.345
C 6.187842 3.997710 -0.440868 0.0 0.0 0.0 -0.645
O 5.921253 3.867162 -1.825114 -0.1 0.0 0.1 -0.384
C 5.299332 2.643306 -2.173752 0.1 0.1 -0.1 -0.572
C 3.815834 2.816774 -2.405920 -0.1 -0.2 0.1 -0.492
O 3.129456 3.166902 -1.209024 0.0 0.1 0.0 -0.163
C 2.821305 4.546720 -1.130220 0.0 0.0 0.0 -0.933
H 6.469542 5.033149 -0.259180 0.0 0.0 0.0 0.247
H 5.309958 3.756250 0.164218 0.0 0.0 0.0 0.228
H 7.019739 3.350705 -0.143779 0.0 0.0 0.0 0.324
H 5.476788 1.885374 -1.404044 0.0 0.0 0.0 0.291
H 5.759329 2.295473 -3.103408 0.0 0.0 0.0 0.396
H 3.399595 1.866286 -2.753670 0.0 0.0 0.0 0.358
H 3.641838 3.568942 -3.180591 0.0 0.0 0.0 0.370
H 2.007541 4.803585 -1.818398 0.0 0.0 0.0 0.319
H 3.690616 5.167443 -1.355926 0.0 0.0 0.0 0.438
H 2.496912 4.754033 -0.110641 0.0 0.0 0.0 0.235
C -0.216676 -2.710456 -3.214152 0.2 -0.1 -0.1 -0.606
O 0.712370 -3.007307 -4.240858 -0.1 -0.1 0.1 -0.401
C 1.420012 -4.219420 -4.035226 0.1 0.2 -0.1 -0.522
C 0.860116 -5.347601 -4.871530 0.0 -0.2 0.1 -0.480
O -0.452912 -5.700050 -4.466384 0.0 0.1 0.0 -0.377
C -1.463196 -5.182719 -5.311857 0.0 0.0 0.0 -0.730
H -0.840026 -1.896284 -3.560278 0.0 0.0 -0.1 0.240
H -0.851297 -3.570641 -2.985964 0.0 0.0 0.0 0.310
H 0.307215 -2.395878 -2.302227 -0.1 0.0 0.0 0.275
H 1.409578 -4.496424 -2.976097 0.0 0.0 0.0 0.314
H 2.459457 -4.044857 -4.330004 0.0 0.0 0.0 0.394
H 1.490800 -6.231736 -4.738264 0.0 0.0 0.0 0.373
H 0.876650 -5.073882 -5.930750 0.0 0.0 0.0 0.318
H -1.483713 -5.720065 -6.265908 0.0 0.0 0.0 0.329
H -1.322622 -4.115817 -5.502325 0.0 0.0 0.0 0.321
H -2.417245 -5.329993 -4.808260 0.0 0.0 0.0 0.245
C 4.868617 -2.585923 5.273428 0.0 0.0 0.0 -0.677
O 4.089882 -3.535720 4.567746 0.0 0.1 0.0 -0.366
C 2.731161 -3.168398 4.426385 0.1 -0.2 0.0 -0.619
C 2.438736 -2.627325 3.044480 -0.1 0.2 0.0 -0.370
O 3.100032 -1.393547 2.806895 0.0 -0.1 0.0 -0.339
C 4.263663 -1.531889 2.008250 0.0 0.1 0.0 -0.820
H 5.913299 -2.862890 5.147055 0.0 0.0 0.0 0.244
H 4.719472 -1.574709 4.886902 0.0 0.0 0.0 0.283
H 4.627241 -2.604386 6.341346 0.0 0.0 0.0 0.322
H 2.446374 -2.435074 5.188085 0.0 0.0 0.0 0.348
H 2.131191 -4.070502 4.583296 0.0 0.0 0.0 0.382
H 1.361871 -2.441856 2.960088 0.0 0.0 0.0 0.303
H 2.716671 -3.365212 2.286269 0.0 0.0 0.0 0.359
H 3.995800 -1.729383 0.964365 0.0 0.0 0.0 0.309
H 4.908072 -2.334335 2.372749 0.0 0.0 0.0 0.390
H 4.808005 -0.590280 2.057852 0.0 0.0 0.0 0.261
```
Forces are in eV/Å.

## Properties
Kohn-Sham gap   5.99 eV
Total energy   -2518.46330 Ha
Spin multiplicity   1
Total charge   +1
E_HOMO   -0.3854 Eh
LUMO energy   -0.1651 hartree
ΔE to the lowest compared entry with this formula, charge and spin   0.0 kJ/mol